# C4H7N2O2

An isolated ion of composition C4H7N2O2 and charge +1 at a distorted geometry (ωB97M-V with the def2-TZVPD basis set, OMol25).

Charge: +1
Kohn-Sham gap (eV): 8.30
Energy above the lowest of the compared OMol25 structures with the same formula, charge and spin (kcal/mol): 153.2

CARTESIAN COORDINATES (ANGSTROEM)
C  -0.968  -2.036  0.668
C  0.802  -0.122  0.659
C  0.454  1.838  -0.635
C  -0.698  2.649  -1.054
N  -0.308  -1.144  -0.003
N  0.519  1.164  0.673
O  0.399  3.222  -0.618
O  -0.275  -1.101  -1.295
H  -1.481  -2.743  -0.020
H  -0.791  -2.258  1.693
H  1.000  -0.599  1.596
H  1.539  -0.332  -0.051
H  1.021  1.310  -1.370
H  -1.122  -1.419  -1.655
H  -0.091  1.569  1.412

Forces on atoms 1 to 2 (eV/Å):
0.8 0.1 -3.6
-0.3 -2.0 0.0